DFT (the ωB97M-V functional and the def2-TZVPD basis) results for a gas-phase ion, C15H21ClNO2 (charge +1).

```
40
C15H21ClNO2 | the OMol25 dataset | the ωB97M-V functional and the def2-TZVPD basis
C 2.649 1.778 1.029
C 2.146 1.699 -0.409
C 2.354 0.339 -1.097
N 1.838 -0.823 -0.344
C 1.273 -1.899 -1.192
C 1.071 -3.071 -0.230
C 2.025 -2.786 0.946
C 2.798 -1.541 0.519
O 0.786 2.171 -0.508
C -0.220 1.593 0.136
O -0.134 0.516 0.697
C -1.477 2.408 0.065
C -2.691 1.513 0.042
C -3.193 0.980 1.223
C -4.282 0.128 1.205
C -4.875 -0.198 -0.006
Cl -6.232 -1.262 -0.037
C -4.386 0.328 -1.193
C -3.294 1.177 -1.163
H 3.696 1.492 1.071
H 2.567 2.805 1.378
H 2.069 1.152 1.702
H 2.686 2.436 -1.015
H 1.846 0.377 -2.064
H 3.422 0.202 -1.280
H 1.039 -0.446 0.258
H 0.346 -1.570 -1.660
H 2.001 -2.146 -1.969
H 1.298 -4.015 -0.719
H 0.040 -3.114 0.115
H 2.696 -3.618 1.143
H 1.460 -2.590 1.856
H 3.115 -0.929 1.361
H 3.672 -1.807 -0.080
H -1.498 3.041 0.957
H -1.428 3.058 -0.809
H -2.734 1.234 2.166
H -4.673 -0.280 2.123
H -4.857 0.077 -2.129
H -2.918 1.590 -2.088
```

Calculated values
**Charge**: +1
**Largest force on an atom**: 0.834 eV/Å
**Frontier orbital gap**: 9.08 eV
**SMILES**: C[C@@H](C[NH+]1CCCC1)OC(=O)Cc1ccc(Cl)cc1
**Electronic energy**: -33998.1633 eV
**Spin multiplicity**: 1